# 1
This record from the Open Molecules 2025 dataset describes a single C18H26N2O4S molecule at a distorted geometry. The level of theory is wB97M-V/def2-TZVPD.

Geometry as XYZ:
```
51
Properties=species:S:1:pos:R:3:lowdin_charge:R:1
C 2.92157 0.87170 -3.45120 -0.061
C 2.69024 0.91579 -1.94442 -0.356
C 2.65216 2.35487 -1.42546 -0.138
C 2.43842 2.37725 0.08961 -0.357
C 2.41480 3.80344 0.62941 -0.062
C 3.55696 1.56981 0.75979 -0.163
N 3.67815 0.23730 0.22380 -0.224
S 2.93143 -1.00125 1.02364 0.671
O 3.38206 -2.22374 0.42664 -0.279
O 3.14042 -0.78634 2.42546 -0.280
C 1.16431 -0.86373 0.71309 -0.261
C 0.61761 -1.49329 -0.38812 -0.053
C -0.73451 -1.35097 -0.65041 0.008
C -1.53227 -0.59670 0.20325 -0.142
C -2.97574 -0.37853 -0.14323 -0.427
O -3.29231 0.23755 -1.14381 0.080
N -3.88217 -0.86253 0.73589 -0.046
C -3.61068 -1.79516 1.80627 -0.114
C -4.28357 -3.13772 1.48138 -0.183
O -5.66346 -2.97844 1.26082 -0.128
C -5.91044 -2.09179 0.19098 -0.178
C -5.29962 -0.71521 0.46601 -0.105
C -0.96930 0.02640 1.31395 -0.012
C 0.38478 -0.10788 1.56776 -0.054
C 3.79982 0.15294 -1.21016 -0.163
H 2.94763 -0.15669 -3.80295 0.078
H 2.12349 1.39469 -3.97249 0.080
H 3.86713 1.34550 -3.70585 0.081
H 1.72784 0.44259 -1.72001 0.126
H 1.84854 2.90442 -1.92012 0.126
H 3.59639 2.85089 -1.66471 0.128
H 1.47742 1.89889 0.30970 0.125
H 1.60997 4.37036 0.16767 0.080
H 3.35544 4.30681 0.41701 0.081
H 2.26258 3.80144 1.70596 0.078
H 3.38693 1.46018 1.83106 0.118
H 4.51413 2.08407 0.61097 0.140
H 1.25630 -2.09330 -1.01691 0.119
H -1.17768 -1.81960 -1.51604 0.127
H -2.53770 -1.93701 1.92954 0.122
H -4.03566 -1.39721 2.73507 0.136
H -4.18389 -3.82916 2.31924 0.129
H -3.80572 -3.57380 0.58981 0.131
H -6.99460 -2.02273 0.09577 0.128
H -5.48712 -2.49911 -0.73962 0.132
H -5.41406 -0.05968 -0.39790 0.126
H -5.77951 -0.26729 1.34239 0.134
H -1.59039 0.61995 1.96844 0.128
H 0.84786 0.35057 2.42730 0.119
H 3.79182 -0.90789 -1.46127 0.118
H 4.77420 0.56935 -1.49301 0.140
```

The calculated total energy comes out at -41093.623 eV. The LUMO energy comes out at 0.3 eV. As for the energy above the lowest of the compared OMol25 structures with the same formula, charge and spin: 41.8 kcal/mol. Its spin multiplicity is 1. The SMILES is C[C@@H]1C[C@H](C)CN(S(=O)(=O)c2ccc(C(=O)N3CCOCC3)cc2)C1. Its largest force on an atom is 1.12 eV Å⁻¹.

=====

# 2
This record from the Open Molecules 2025 dataset describes a molecular structure, C40H36Br2HgN7OS4. The level of theory is wB97M-V/def2-TZVPD.

Geometry as XYZ:
```
91
Properties=species:S:1:pos:R:3:lowdin_charge:R:1
Hg 1.17039 -1.19810 -0.25935 0.591
S -0.01266 -2.34838 1.61417 0.513
C -0.71421 -0.92481 2.43577 -0.665
N -1.37411 -1.26156 3.67983 -0.151
C -2.21113 -0.21358 4.21059 -0.188
C -1.44162 1.08274 4.22386 -0.183
N -1.11992 1.43335 2.86614 -0.172
C -0.64725 2.78584 2.67572 -0.203
C -1.34798 3.56139 1.57982 -0.245
C -0.62824 4.42948 0.76755 -0.074
C -1.25512 5.14549 -0.24172 -0.095
C -2.62012 5.00148 -0.44707 -0.105
C -3.34733 4.14333 0.36668 -0.089
C -2.71425 3.42858 1.37298 -0.038
C -0.60003 0.36873 2.05763 -0.638
S 0.12639 0.96890 0.55205 0.585
C -2.00802 -2.56343 3.81053 -0.200
C -3.38484 -2.67725 3.17426 -0.204
C -4.52770 -2.63791 3.96565 -0.064
C -5.79692 -2.70572 3.40601 -0.101
C -5.93966 -2.81449 2.03141 -0.100
C -4.80548 -2.85141 1.22944 -0.092
C -3.53980 -2.77952 1.79127 -0.023
H -2.51318 -0.49637 5.22462 0.121
H -3.12964 -0.06146 3.62111 0.130
H -0.54637 0.96238 4.85766 0.129
H -2.05725 1.87569 4.65723 0.117
H 0.43253 2.83474 2.49110 0.099
H -0.81979 3.30637 3.62448 0.122
H 0.44389 4.51416 0.90751 0.103
H -0.67180 5.79346 -0.88482 0.098
H -3.11045 5.53926 -1.24847 0.093
H -4.41047 4.01528 0.20322 0.095
H -3.26756 2.72007 1.97813 0.111
H -2.11576 -2.77305 4.88105 0.114
H -1.34403 -3.31551 3.39244 0.054
H -4.41699 -2.55205 5.04192 0.104
H -6.67253 -2.67226 4.04331 0.093
H -6.92531 -2.86923 1.58651 0.094
H -4.90861 -2.94467 0.15527 0.016
H -2.65242 -2.79630 1.16749 0.063
O 3.63685 -1.42046 0.51524 -0.229
N 4.44888 -0.56672 -0.03146 -0.241
C 5.54224 -0.20018 0.68468 -0.034
C 6.47674 0.67331 0.19863 -0.081
C 6.28702 1.21014 -1.07580 -0.100
C 5.16710 0.84981 -1.77928 -0.122
C 4.21266 -0.04920 -1.27405 -0.671
S 2.81826 -0.48774 -2.17942 0.599
H 5.58224 -0.67542 1.65257 0.129
H 7.32906 0.92499 0.81306 0.097
H 6.99144 1.91375 -1.49794 0.101
H 4.96412 1.27050 -2.75459 0.098
Br -4.97922 -4.18571 -2.20703 0.775
C -3.30358 -3.33984 -2.00496 -0.670
C -3.24165 -2.00336 -1.66149 -0.101
C -1.98327 -1.43208 -1.51726 -0.146
N -0.86703 -2.12091 -1.71995 0.077
C -0.93911 -3.40661 -2.03862 -0.216
C -2.14496 -4.07792 -2.19023 -0.058
C 0.37807 -4.11961 -2.17839 -0.200
C 0.51774 -5.25741 -2.96637 -0.063
C 1.76985 -5.84587 -3.00859 -0.681
Br 2.02930 -7.39472 -4.05859 0.737
C 2.82930 -5.30716 -2.30185 -0.098
C 2.58826 -4.15721 -1.56177 -0.112
N 1.39083 -3.59174 -1.50491 0.074
H -4.13287 -1.41459 -1.49829 0.112
H -1.85264 -0.39600 -1.22150 0.056
H -2.19241 -5.13323 -2.41483 0.102
H -0.30290 -5.66008 -3.54146 0.103
H 3.81214 -5.75468 -2.32996 0.100
H 3.36602 -3.65447 -0.99700 0.105
N 1.16293 1.74730 -4.32774 0.067
C 0.27261 1.94637 -3.31849 -0.936
S -1.31045 1.41025 -3.44384 0.567
N 0.71760 2.61166 -2.23200 0.054
C 1.98374 3.21326 -2.03663 -0.245
C 2.58724 3.09263 -0.78454 -0.044
C 3.78785 3.73478 -0.53579 -0.088
C 4.41111 4.48295 -1.52615 -0.112
C 3.80964 4.59434 -2.76980 -0.096
C 2.59348 3.97525 -3.02852 -0.040
H 0.83167 1.06364 -4.98886 0.076
H 2.13259 1.64489 -4.05630 0.054
H 0.14482 2.48468 -1.40123 0.038
H 2.10876 2.47919 -0.02942 0.043
H 4.24958 3.62492 0.43784 0.107
H 5.35723 4.97162 -1.33218 0.095
H 4.27541 5.18415 -3.54975 0.096
H 2.11109 4.09484 -3.98820 0.108
```

The calculated total energy comes out at -242146.107 eV. The LUMO energy comes out at 2.1 eV. As for the net charge: -1. As for the energy above the lowest of the compared OMol25 structures with the same formula, charge and spin: 3.1 kcal/mol. Its spin multiplicity is 1. Its largest force on an atom is 0.51 eV Å⁻¹.